Record 1
Formula: C27H37N2
Source: OMol25
Level of theory: ωB97M-V/def2-TZVPD

XYZ file:
```
66
C27H37N2 | OMol25 | ωB97M-V/def2-TZVPD
C 3.34 -4.96 -0.78
C 2.95 -3.52 -0.59
C 2.46 -3.09 0.66
C 1.84 -1.82 0.76
C 1.61 -1.03 -0.38
C 0.50 0.11 -0.49
C -0.14 0.43 0.86
C 0.11 1.58 1.69
C 1.18 2.73 1.74
C 2.56 2.18 2.14
C 0.77 3.72 2.83
C 1.23 3.51 0.43
N -0.67 1.47 2.80
C -1.32 0.25 2.83
C -2.13 -0.27 3.83
C -2.50 -1.63 3.71
C -2.02 -2.40 2.64
C -1.19 -1.85 1.64
C -0.95 -0.47 1.66
N -0.28 -0.31 -1.80
C -0.54 -1.78 -1.77
C -1.87 -2.08 -2.44
C -2.57 -0.73 -2.57
C -1.53 0.37 -2.50
C -2.05 1.69 -1.95
C -3.15 2.14 -2.92
C -1.01 2.77 -1.73
C 2.43 -1.33 -1.51
C 3.01 -2.60 -1.65
H 3.55 -5.16 -1.84
H 4.22 -5.23 -0.18
H 2.55 -5.66 -0.48
H 2.45 -3.75 1.53
H 1.54 -1.48 1.77
H 1.04 1.07 -0.77
H 2.97 1.45 1.43
H 3.30 3.00 2.23
H 2.51 1.73 3.14
H -0.25 4.11 2.67
H 0.85 3.28 3.84
H 1.47 4.58 2.82
H 0.24 3.94 0.24
H 1.93 4.36 0.52
H 1.56 2.91 -0.43
H -0.78 2.19 3.53
H -2.46 0.35 4.66
H -3.20 -2.07 4.42
H -2.29 -3.46 2.56
H -0.62 -2.49 0.94
H 0.44 -0.13 -2.53
H -0.62 -2.02 -0.73
H 0.32 -2.30 -2.17
H -2.44 -2.76 -1.79
H -1.71 -2.59 -3.39
H -3.27 -0.64 -1.74
H -3.18 -0.71 -3.49
H -1.19 0.53 -3.53
H -2.49 1.43 -0.98
H -2.75 2.25 -3.94
H -3.97 1.41 -2.96
H -3.57 3.11 -2.63
H -0.46 3.04 -2.63
H -1.52 3.66 -1.36
H -0.32 2.46 -0.95
H 2.61 -0.58 -2.29
H 3.46 -2.91 -2.62
```

## Properties
- HOMO: -10.556 eV
- Total charge: +1
- Kohn-Sham gap: 8.27 eV
- F_max: 2.960 eV Å⁻¹
- ΔE to the lowest compared entry with this formula, charge and spin: 0.9142 eV
- M: 389.61 g/mol
- SMILES: Cc1ccc([C@H](c2c(C(C)(C)C)[nH]c3ccccc23)[N@H+]2CCC[C@H]2C(C)C)cc1
- Spin multiplicity: 1

---

Record 2
Formula: C3H9NO2
Source: OMol25
Level of theory: ωB97M-V/def2-TZVPD

XYZ file:
```
15
C3H9NO2 | OMol25 | ωB97M-V/def2-TZVPD
C -1.77 -1.67 -0.50
C -1.41 -0.86 0.76
C -0.69 0.47 0.45
N -1.01 1.15 -0.62
O -0.09 0.95 1.43
H -2.85 -1.70 -0.66
H -1.46 -2.69 -0.31
H -1.38 -1.29 -1.44
H -2.28 -0.66 1.38
H -0.75 -1.42 1.40
H -1.88 0.99 -1.13
H -0.69 2.11 -0.65
H 5.53 2.21 -0.46
H 5.48 1.10 0.62
O 5.24 1.31 -0.28
```

## Properties
- HOMO (spin up / spin down): -13.744 / -13.744 eV
- Total charge: +1
- Kohn-Sham gap (spin up / spin down): 9.11 / 4.62 eV
- F_max: 2.821 eV Å⁻¹
- ΔE to the lowest compared entry with this formula, charge and spin: 0.6961 eV
- M: 91.11 g/mol
- Spin multiplicity: 2

---

Record 3
Formula: C20H31NO3
Source: OMol25
Level of theory: ωB97M-V/def2-TZVPD

XYZ file:
```
55
C20H31NO3 | OMol25 | ωB97M-V/def2-TZVPD
C 5.38 -1.98 2.08
C 3.95 -1.86 1.68
C 2.98 -1.44 2.49
C 1.57 -1.29 2.15
C 0.73 -0.60 3.02
C -0.60 -0.39 2.71
C -1.13 -0.86 1.52
O -2.45 -0.59 1.23
C -2.64 0.23 0.09
C -2.37 1.71 0.36
O -3.37 2.31 1.15
C -2.20 2.45 -0.98
N -1.00 2.04 -1.66
C -1.06 1.99 -3.10
C -0.53 0.67 -3.67
C 0.99 0.49 -3.60
C 1.52 -0.09 -2.29
C 2.13 0.92 -1.31
C 1.13 1.64 -0.41
C 0.21 2.64 -1.11
C -0.32 -1.62 0.66
O -0.77 -2.14 -0.53
C -1.85 -3.05 -0.43
C 1.02 -1.81 0.98
H 6.01 -1.34 1.45
H 5.72 -3.01 1.95
H 5.52 -1.69 3.12
H 3.74 -2.12 0.65
H 3.24 -1.16 3.50
H 1.13 -0.21 3.95
H -1.24 0.17 3.37
H -3.69 0.09 -0.20
H -1.99 -0.09 -0.74
H -1.46 1.81 0.95
H -4.23 2.16 0.74
H -2.22 3.54 -0.77
H -3.07 2.22 -1.60
H -2.11 2.09 -3.41
H -0.51 2.83 -3.56
H -1.02 -0.16 -3.15
H -0.84 0.63 -4.72
H 1.48 1.44 -3.82
H 1.26 -0.20 -4.41
H 0.74 -0.65 -1.79
H 2.32 -0.80 -2.54
H 2.71 1.66 -1.86
H 2.82 0.38 -0.65
H 0.51 0.89 0.10
H 1.70 2.17 0.36
H 0.78 3.14 -1.91
H -0.07 3.42 -0.39
H -2.13 -3.30 -1.46
H -1.54 -3.96 0.09
H -2.70 -2.62 0.09
H 1.62 -2.38 0.29
```

## Properties
- HOMO: -8.081 eV
- Kohn-Sham gap: 8.90 eV
- F_max: 0.633 eV Å⁻¹
- ΔE to the lowest compared entry with this formula, charge and spin: 1.4669 eV
- M: 333.47 g/mol
- SMILES: C/C=C/c1ccc(OC[C@H](O)CN2CCCCCCC2)c(OC)c1
- Spin multiplicity: 1

---

Record 4
Formula: C30H35N6OPSeTi
Source: OMol25
Level of theory: ωB97M-V/def2-TZVPD

XYZ file:
```
75
C30H35N6OPSeTi | OMol25 | ωB97M-V/def2-TZVPD
Ti -0.22 -1.20 0.35
O -0.12 -2.05 -2.29
N 0.52 -1.11 -1.50
C 1.66 -0.64 -1.92
C 2.41 0.39 -1.24
C 3.77 0.51 -1.55
C 4.57 1.40 -0.86
C 4.03 2.20 0.13
C 2.66 2.16 0.39
C 1.84 1.27 -0.29
P 0.00 1.30 -0.20
C -0.19 1.80 -1.97
C 0.54 2.91 -2.39
C 0.51 3.31 -3.71
C -0.26 2.61 -4.63
C -0.99 1.50 -4.22
C -0.95 1.10 -2.90
C -0.56 2.84 0.63
C -0.22 3.14 1.95
C -0.77 4.25 2.58
C -1.67 5.06 1.91
C -2.03 4.75 0.60
C -1.49 3.64 -0.03
H 0.42 -2.27 -3.07
H 2.07 -1.05 -2.84
H 4.20 -0.13 -2.30
H 5.63 1.46 -1.09
H 4.66 2.89 0.68
H 2.23 2.85 1.10
H 1.14 3.46 -1.68
H 1.09 4.17 -4.02
H -0.29 2.93 -5.66
H -1.57 0.95 -4.94
H -1.52 0.22 -2.60
H 0.48 2.52 2.50
H -0.50 4.48 3.60
H -2.11 5.91 2.41
H -2.74 5.38 0.07
H -1.79 3.42 -1.04
C -3.10 0.15 -0.22
N -2.41 -1.08 0.22
C -2.78 -2.16 -0.73
C -2.93 -1.43 1.56
C -1.90 -2.17 2.40
N -0.63 -1.41 2.48
C 0.27 -2.18 3.35
C -0.83 -0.09 3.12
H -4.19 -0.01 -0.19
H -2.83 0.40 -1.24
H -2.85 0.99 0.43
H -2.41 -1.94 -1.73
H -3.87 -2.25 -0.79
H -2.37 -3.11 -0.41
H -3.83 -2.05 1.48
H -3.23 -0.52 2.08
H -1.67 -3.14 1.96
H -2.31 -2.35 3.40
H -0.19 -2.31 4.34
H 1.22 -1.66 3.48
H 0.46 -3.17 2.94
H -1.33 -0.20 4.09
H -1.43 0.58 2.50
H 0.14 0.36 3.28
Se 3.53 -1.48 1.32
N 3.82 -3.12 0.77
C 2.67 -3.69 0.40
C 2.46 -4.99 -0.10
C 1.15 -5.36 -0.36
C 0.09 -4.48 -0.18
N 0.26 -3.21 0.24
C 1.53 -2.84 0.53
N 1.75 -1.59 0.95
H 3.30 -5.65 -0.25
H 0.93 -6.36 -0.69
H -0.92 -4.80 -0.37
```

## Properties
- HOMO (spin up / spin down): -11.908 / -14.241 eV
- Total charge: +2
- Kohn-Sham gap (spin up / spin down): 5.21 / 7.55 eV
- F_max: 3.193 eV Å⁻¹
- ΔE to the lowest compared entry with this formula, charge and spin: 0.7551 eV
- M: 653.45 g/mol
- Spin multiplicity: 3

---

Record 5
Formula: C6H12ClN2O3P
Source: OMol25
Level of theory: ωB97M-V/def2-TZVPD

XYZ file:
```
25
C6H12ClN2O3P | OMol25 | ωB97M-V/def2-TZVPD
C -2.19 1.69 -0.91
C 1.39 1.31 -0.72
C 1.97 -0.09 -0.14
C 0.77 2.28 0.31
C 1.22 -2.31 0.20
C -0.07 -2.98 0.83
N 1.06 -1.14 -0.43
N -3.26 0.99 -1.14
O -1.78 2.64 -1.52
O -2.27 0.45 1.68
O -0.24 1.71 1.20
P -1.32 0.68 0.65
Cl 0.32 -4.27 2.04
H 2.21 1.77 -1.23
H 0.62 0.94 -1.36
H 2.94 -0.36 -0.47
H 2.16 0.14 0.89
H 1.67 2.58 0.83
H 0.25 3.22 -0.06
H 1.32 -3.08 -0.61
H 2.07 -2.21 0.88
H -0.68 -3.43 0.12
H -0.60 -2.13 1.34
H -3.95 1.13 -2.00
H -3.61 0.46 -0.38
```

## Properties
- HOMO (spin up / spin down): -8.179 / -9.162 eV
- Kohn-Sham gap (spin up / spin down): 7.52 / 7.81 eV
- F_max: 5.423 eV Å⁻¹
- M: 226.60 g/mol
- Spin multiplicity: 1

---

Record 6
Formula: C11H20I2N3OY
Source: OMol25
Level of theory: ωB97M-V/def2-TZVPD

XYZ file:
```
38
C11H20I2N3OY | OMol25 | ωB97M-V/def2-TZVPD
C 1.70 0.33 -4.02
I -1.03 1.15 -3.65
H 2.60 -0.23 -3.73
H 1.98 1.37 -4.23
H 1.28 -0.13 -4.92
C 1.03 3.64 1.32
C 1.08 1.37 1.37
N 0.35 2.47 1.68
H 3.05 3.83 0.43
I 3.07 -2.63 1.59
N 2.25 1.87 0.84
H 0.62 4.62 1.46
Y 1.19 -0.80 0.40
C 0.70 0.28 -2.89
O 0.93 -0.20 -1.76
C 2.22 3.26 0.80
C 3.37 1.07 0.38
H 4.30 1.66 0.44
H 3.24 0.76 -0.68
H 3.50 0.16 1.00
C -0.95 2.43 2.29
H -1.31 3.46 2.46
H -0.91 1.91 3.26
H -1.67 1.89 1.66
C -1.82 -3.72 0.57
C -1.99 -2.22 0.40
C -2.41 -1.92 -1.03
C -3.01 -1.68 1.38
N -0.68 -1.55 0.65
H -2.77 -4.25 0.45
H -1.41 -3.96 1.56
H -1.11 -4.13 -0.17
H -3.40 -2.36 -1.25
H -2.47 -0.83 -1.20
H -1.69 -2.32 -1.75
H -2.69 -1.86 2.41
H -3.14 -0.60 1.25
H -3.99 -2.16 1.23
```

## Properties
- HOMO (spin up / spin down): 0.206 / 2.715 eV
- Total charge: -2
- Kohn-Sham gap (spin up / spin down): 4.20 / 1.60 eV
- F_max: 4.213 eV Å⁻¹
- ΔE to the lowest compared entry with this formula, charge and spin: 0.0496 eV
- M: 553.02 g/mol
- Spin multiplicity: 1

---

> Look up the M of the sixth one.

553.02 g/mol